ORCA calculation (wB97M-V/def2-TZVPD) on a molecular structure, C25H41N3O4S at a distorted geometry.

The value obtained for the energy above the lowest of the compared OMol25 structures with the same formula, charge and spin is 339.08 kJ/mol. The HOMO-LUMO gap comes out at 7.118 eV. For the HOMO energy, the calculation gives -7.9 eV.

CARTESIAN COORDINATES (ANGSTROEM)
C: -3.48465 0.50937 0.13689
C: -2.24587 1.36992 -0.38855
C: -2.12638 2.83634 0.08026
C: -0.87795 3.65888 -0.40481
C: 0.15461 2.96788 -1.32032
C: 1.44548 3.86149 -1.74211
C: 2.39541 3.85789 -0.42129
N: 3.11666 2.75352 -0.25569
C: 0.07617 1.49496 -1.84068
N: 1.03445 0.77066 -2.68937
S: 0.24508 -0.75472 -2.76843
N: -1.18968 -0.65502 -1.82354
C: -1.19164 0.70672 -1.32955
H: -3.84972 -0.27160 -0.62201
H: -4.36686 1.15196 0.50990
H: -3.09016 -0.10323 1.03963
H: -2.89140 3.35103 0.76506
H: -0.69135 4.74536 -0.09510
H: 1.13292 4.92743 -2.00320
H: 1.98595 3.40930 -2.64567
H: 2.38166 4.73378 0.31058
H: 3.64101 2.88698 0.63474
C: -4.48391 -3.30228 4.44853
C: -3.10204 -3.83146 4.13689
C: -2.79542 -3.15408 2.81606
O: -3.48559 -1.89541 2.82527
C: -4.40238 -1.88098 3.92750
H: -4.74583 -3.35327 5.50693
H: -5.23332 -3.86557 3.88247
H: -2.39489 -3.49517 4.90257
H: -3.05041 -4.92008 4.07939
H: -3.17529 -3.73864 1.97151
H: -1.72593 -2.98537 2.66963
H: -4.00119 -1.20200 4.68799
H: -5.37067 -1.49913 3.59557
C: 3.97500 5.27416 5.10725
C: 5.06697 5.43201 4.07354
C: 5.17192 4.02906 3.50919
O: 3.86657 3.44247 3.60857
C: 3.04808 4.27952 4.43718
H: 3.47813 6.21024 5.36822
H: 4.39046 4.83993 6.02270
H: 4.74014 6.12586 3.29178
H: 6.01017 5.79858 4.48240
H: 5.86121 3.41427 4.09759
H: 5.50020 4.01991 2.46691
H: 2.32380 4.78607 3.78976
H: 2.50218 3.66420 5.15569
C: -5.11360 -4.44525 -2.17306
C: -3.71706 -4.15606 -2.67574
C: -2.92181 -4.10324 -1.38627
O: -3.56703 -4.99543 -0.46569
C: -4.84155 -5.37087 -1.00359
H: -5.76812 -4.89031 -2.92468
H: -5.57944 -3.51993 -1.81774
H: -3.36764 -4.98751 -3.29704
H: -3.64090 -3.23764 -3.26046
H: -2.93825 -3.09897 -0.95012
H: -1.88107 -4.40650 -1.52262
H: -4.77280 -6.41404 -1.33123
H: -5.60464 -5.29993 -0.22496
C: 4.77299 -0.03483 -4.78922
C: 5.00367 -1.40010 -5.39568
C: 3.78318 -2.16549 -4.92409
O: 2.71652 -1.21408 -4.80152
C: 3.26822 0.10883 -4.89790
H: 5.31468 0.76733 -5.29363
H: 5.07259 -0.04119 -3.73588
H: 4.99902 -1.32597 -6.48830
H: 5.94261 -1.86476 -5.08918
H: 3.94969 -2.61081 -3.93738
H: 3.49095 -2.95682 -5.61862
H: 2.97805 0.52244 -5.87028
H: 2.85005 0.73935 -4.11301

Mulliken population analysis, charges in e, atoms 1 to 8:
1 C -0.927
2 C 0.541
3 C -0.732
4 C -0.607
5 C 0.597
6 C -0.919
7 C 0.076
8 N -0.601

=====

ORCA calculation (wB97M-V/def2-TZVPD) on 15 unconnected molecules or ions with the total composition C28H91N21O15 at a distorted geometry.

The value obtained for the energy above the lowest of the compared OMol25 structures with the same formula, charge and spin is 0.00 kJ/mol. The HOMO-LUMO gap comes out at 8.670 eV. For the HOMO energy, the calculation gives -8.7 eV.

CARTESIAN COORDINATES (ANGSTROEM)
C: -12.32611 -15.50243 17.06960
C: -12.22934 -14.03022 17.39255
C: -12.78083 -13.74595 18.81739
O: -14.09217 -14.19364 18.99031
C: -14.48363 -14.08808 20.35851
N: -10.85058 -13.62237 17.42437
H: -11.83592 -16.06288 17.88042
H: -11.73515 -15.70344 16.17940
H: -13.41540 -15.82794 17.00302
H: -12.91457 -13.47932 16.73756
H: -12.73714 -12.63806 18.93039
H: -12.14840 -14.29573 19.62019
H: -13.85087 -14.62472 21.02589
H: -15.48787 -14.49792 20.40366
H: -14.62124 -13.01954 20.70738
H: -10.74811 -12.62422 17.57241
H: -10.37786 -14.01353 16.61440
C: -8.64174 -8.11722 21.41279
C: -8.01616 -9.28658 22.14134
C: -7.70558 -10.50701 21.32800
O: -8.89489 -11.04128 20.72151
C: -8.88550 -12.37869 20.40646
N: -6.75153 -8.93322 22.85295
H: -9.44160 -8.46910 20.78788
H: -7.89707 -7.63920 20.84698
H: -9.17299 -7.41101 22.05029
H: -8.73943 -9.61952 22.91286
H: -7.39276 -11.25807 21.96252
H: -6.88502 -10.30052 20.58463
H: -8.31497 -12.66913 19.50281
H: -9.90258 -12.66921 20.07504
H: -8.52294 -13.02476 21.24065
H: -6.47879 -9.71377 23.42655
H: -5.99120 -8.68086 22.20678
C: -10.06293 -7.82700 17.07076
C: -10.06148 -9.33219 17.34073
C: -8.72605 -9.98700 17.50498
O: -7.66672 -9.66636 16.61865
C: -7.96832 -9.85485 15.22038
N: -10.80695 -9.74501 18.52881
H: -9.94843 -7.23878 18.04950
H: -11.08327 -7.58976 16.65250
H: -9.28669 -7.55006 16.32560
H: -10.58291 -9.79034 16.45733
H: -8.92313 -11.03162 17.38887
H: -8.36192 -9.76740 18.49460
H: -8.43890 -8.95524 14.85550
H: -8.65612 -10.70242 15.14907
H: -7.05748 -10.04289 14.69021
H: -11.58333 -9.23359 18.79333
H: -10.25103 -9.76970 19.40038
C: -11.98575 -6.19150 23.29153
C: -10.90030 -5.28215 23.98425
C: -10.21418 -4.43894 22.87384
O: -8.99997 -3.89207 23.27912
C: -9.06908 -2.91883 24.27515
N: -11.51410 -4.42309 24.99242
H: -12.10511 -7.07191 23.92809
H: -11.65671 -6.39403 22.31378
H: -12.94218 -5.71167 23.23197
H: -10.05180 -5.85198 24.39048
H: -10.84193 -3.55595 22.48082
H: -9.95830 -5.01923 22.08650
H: -9.50592 -2.04854 23.84642
H: -8.02529 -2.64552 24.47903
H: -9.55881 -3.22226 25.19532
H: -11.35485 -4.79527 25.95717
H: -12.50618 -4.61510 24.87311
C: -5.00793 -16.46349 22.41061
C: -5.03989 -15.24854 21.48362
C: -6.11806 -15.32789 20.44256
O: -7.34093 -15.31551 21.13270
C: -8.37773 -15.63563 20.24588
N: -5.30943 -14.02971 22.25074
H: -4.38194 -16.21157 23.24506
H: -4.69959 -17.37216 21.83690
H: -6.03799 -16.56263 22.74146
H: -4.05218 -15.04706 21.05428
H: -6.04696 -16.21440 19.82502
H: -6.10113 -14.35284 19.86524
H: -9.29836 -15.82261 20.83138
H: -8.04337 -16.53226 19.77872
H: -8.59387 -14.87779 19.52297
H: -4.52728 -14.03194 22.89846
H: -6.17970 -14.06940 22.84026
O: -4.50929 -11.18485 22.66762
H: -4.48529 -10.68582 21.76359
H: -4.59716 -12.11053 22.39956
O: -6.64962 -3.98682 18.89909
H: -6.94749 -3.28047 18.28705
H: -7.36345 -4.61992 18.88386
C: -7.65376 -7.03751 26.74713
O: -8.63790 -6.50318 27.37895
N: -7.90228 -7.74914 25.59453
N: -6.34418 -6.87236 27.01519
H: -8.80065 -8.19481 25.60114
H: -7.08447 -8.26901 25.31583
H: -6.27511 -6.06500 27.57070
H: -5.63543 -6.89244 26.32444
C: -10.81241 -9.59896 26.44245
O: -10.39450 -9.15712 25.35739
N: -10.40213 -9.04228 27.65959
N: -11.62125 -10.67799 26.56868
H: -11.11914 -8.93687 28.35536
H: -9.84695 -8.16949 27.60903
H: -11.94219 -11.08744 27.43190
H: -12.23904 -10.88089 25.81101
C: -12.78165 -10.90216 23.61939
O: -13.52941 -10.12810 24.16609
N: -13.05228 -12.22325 23.36276
N: -11.68486 -10.35518 23.00119
H: -12.38397 -12.92716 23.09094
H: -13.99469 -12.47698 23.45574
H: -11.29199 -9.47716 23.34259
H: -10.96377 -10.96111 22.61253
C: -3.56220 -8.34700 25.54456
O: -3.21764 -9.07921 26.52189
N: -3.76121 -7.01938 25.69128
N: -3.88363 -8.77813 24.32678
H: -3.62230 -6.47527 24.80407
H: -3.26155 -6.65361 26.45322
H: -4.39194 -8.18032 23.67590
H: -4.00406 -9.77776 24.13523
C: -4.83798 -9.34240 19.34026
O: -4.20020 -9.80423 20.27885
N: -5.15791 -7.99945 19.28958
N: -5.47106 -10.15335 18.46445
H: -4.62948 -7.42184 19.96103
H: -5.39126 -7.56860 18.44850
H: -5.89471 -9.83164 17.59749
H: -5.15388 -11.09839 18.45802
C: -5.14078 -5.94087 21.99046
O: -4.28507 -6.83829 22.05055
N: -5.07119 -5.02941 21.04800
N: -6.17278 -5.84266 22.85865
H: -4.24398 -5.08921 20.49397
H: -5.71264 -4.26672 20.88894
H: -6.46076 -6.73536 23.28938
H: -6.94773 -5.22238 22.65332
C: -9.36011 -12.72932 23.75851
O: -10.33080 -13.03840 23.00215
N: -9.32524 -11.60268 24.51656
N: -8.23489 -13.48747 23.84517
H: -10.07466 -10.89143 24.46046
H: -8.50290 -11.38676 25.00269
H: -7.53485 -13.13915 24.48232
H: -8.12878 -14.28990 23.21978
C: -5.87175 -11.16228 26.53735
O: -6.85102 -11.79218 26.20587
N: -5.91130 -10.08769 27.35086
N: -4.65377 -11.40175 26.07109
H: -5.10450 -9.54023 27.59136
H: -6.80395 -9.91032 27.75397
H: -3.89359 -10.92117 26.46595
H: -4.41726 -12.28680 25.65892

Mulliken population analysis, charges in e, atoms 1 to 8:
1 C -1.370
2 C 0.350
3 C -0.323
4 O -0.428
5 C -0.717
6 N -0.170
7 H 0.283
8 H 0.405

=====

ORCA calculation (wB97M-V/def2-TZVPD) on a single C7H12 molecule at a distorted geometry.

The value obtained for the energy above the lowest of the compared OMol25 structures with the same formula, charge and spin is 114.86 kJ/mol. The HOMO-LUMO gap comes out at 10.415 eV. For the HOMO energy, the calculation gives -9.3 eV. Its SMILES is C=CCC(=C)CC.

CARTESIAN COORDINATES (ANGSTROEM)
C: 0.36854 2.25420 -1.15723
C: 0.01953 1.02328 -1.47133
C: 0.82469 -0.21435 -1.24304
C: 0.40443 -0.94140 0.02179
C: 0.36119 -2.26531 0.03457
C: 0.09930 -0.14092 1.26462
C: -1.39699 0.05107 1.50238
H: -0.26589 3.13255 -1.13112
H: 1.40390 2.45359 -0.89434
H: -1.01614 0.81761 -1.72549
H: 1.90448 -0.04411 -1.18183
H: 0.73106 -0.89712 -2.09438
H: 0.12217 -2.81246 0.93939
H: 0.55986 -2.84736 -0.85850
H: 0.66466 0.78470 1.20148
H: 0.51747 -0.69793 2.10613
H: -1.55782 0.94657 2.10008
H: -1.83480 -0.78472 2.03764
H: -1.90964 0.18212 0.54916

Mulliken population analysis, charges in e, atoms 1 to 8:
1 C -0.735
2 C -0.170
3 C -0.652
4 C 0.666
5 C -1.096
6 C -0.722
7 C -1.007
8 H 0.268

=====

ORCA calculation (wB97M-V/def2-TZVPD) on a molecular structure, C35H45BBrHfN8O2S3Te at a distorted geometry.

The HOMO-LUMO gap (spin up / spin down) comes out at 7.000 / 6.999 eV. Its charge is +1. For the HOMO energy (spin up / spin down), the calculation gives -9.6 / -9.6 eV.

CARTESIAN COORDINATES (ANGSTROEM)
Hf: -0.08545 -2.15685 1.54834
C: -1.88492 3.67993 -0.11253
C: -2.26090 3.13807 -1.48514
C: -3.73375 2.73026 -1.41512
C: -2.05977 4.25471 -2.50816
N: -1.43408 1.95805 -1.92550
C: -1.68352 1.29225 -3.15859
C: -0.92193 0.19766 -3.21418
N: -0.15430 0.14895 -1.99775
B: 0.76000 -0.97112 -1.58154
N: 0.68284 -2.25420 -2.40058
C: 1.44171 -2.39201 -3.65292
C: 1.53965 -3.68938 -3.91240
N: 0.86204 -4.42481 -2.84900
C: 0.38018 -3.48936 -1.96212
S: -0.59917 -3.62050 -0.37495
C: 0.88782 -5.92474 -2.85663
C: 0.14379 -6.39921 -4.11644
C: 0.21520 -6.50235 -1.62566
C: 2.35300 -6.38628 -2.89979
N: 2.22690 -0.55571 -1.29256
C: 2.89109 0.55483 -1.95896
C: 4.00275 0.83110 -1.27535
N: 4.07161 -0.09151 -0.16053
C: 2.97336 -0.88768 -0.20106
S: 2.40646 -2.15474 0.95721
C: 5.04094 0.10402 0.98462
C: 6.04892 1.23313 0.67653
C: 4.28328 0.50479 2.24833
C: 5.80836 -1.20241 1.21205
C: -0.49049 1.24340 -1.22451
S: 0.29468 1.61569 0.20749
H: -2.54846 4.50286 0.16775
H: -0.87196 4.03934 -0.07787
H: -1.99315 2.87968 0.63271
H: -4.28210 3.52322 -0.92713
H: -3.85550 1.79812 -0.84608
H: -4.17087 2.57639 -2.40613
H: -2.67039 5.11509 -2.18846
H: -2.39114 3.98604 -3.50683
H: -1.00664 4.57344 -2.53815
H: -2.39015 1.69893 -3.89778
H: -0.89222 -0.56695 -3.99321
H: 0.30152 -1.31161 -0.40671
H: 1.87418 -1.53946 -4.18866
H: 1.99575 -4.19140 -4.77975
H: -0.89248 -6.04670 -4.08907
H: 0.11401 -7.47655 -4.15477
H: 0.62262 -6.05378 -5.02737
H: -0.84423 -6.24144 -1.57923
H: 0.69353 -6.18452 -0.70622
H: 0.26252 -7.57217 -1.66987
H: 2.82716 -6.10358 -3.84610
H: 2.36881 -7.48265 -2.86532
H: 2.90839 -6.00802 -2.05263
H: 2.49355 1.04566 -2.86351
H: 4.77824 1.57621 -1.46825
H: 5.53979 2.18333 0.57018
H: 6.62309 0.98828 -0.22442
H: 6.74962 1.28446 1.51571
H: 3.72698 1.42191 2.05204
H: 5.01020 0.73991 3.03029
H: 3.62374 -0.28346 2.60852
H: 6.30942 -1.51977 0.30361
H: 5.12362 -2.00344 1.51169
H: 6.55564 -1.06070 1.98896
C: -3.48624 -3.04578 1.38621
O: -2.59948 -1.90565 1.51743
C: -3.22642 -0.86316 2.18187
C: -4.59332 -0.83891 2.48594
C: -5.16909 0.31224 3.03613
Br: -7.05373 0.42126 3.44256
C: -4.34867 1.37065 3.31925
C: -2.93148 1.37341 3.04321
C: -2.36288 0.18081 2.48431
O: -0.99554 -0.14452 2.22680
C: -2.35726 2.71298 3.28545
N: -3.10640 3.80102 3.60298
C: -2.23124 4.85238 3.61954
C: -2.43267 6.20592 3.87952
C: -1.37809 7.11110 3.69830
C: -0.10694 6.65071 3.34703
C: 0.12855 5.28464 3.14644
C: -0.91612 4.41157 3.28506
N: -1.03208 3.03314 3.15838
H: -4.32362 -2.80840 0.71181
H: -3.86709 -3.34316 2.36930
H: -2.85015 -3.82386 0.96645
H: -5.22185 -1.71692 2.30922
H: -4.75054 2.28152 3.75530
H: -0.52244 0.56280 1.65293
H: -3.44097 6.51054 4.22873
H: -1.55195 8.18210 3.80985
H: 0.69610 7.38233 3.16991
H: 1.12238 4.89828 2.88197
H: -0.23067 2.40266 3.04797
Te: -0.55946 -4.12233 3.19962

Mulliken population analysis, charges in e, atoms 1 to 8:
1 Hf 0.266
2 C -2.158
3 C 1.510
4 C -1.685
5 C -1.731
6 N 0.557
7 C -0.957
8 C -0.621

=====

Number 1 is which compound?
C25H41N3O4S

=====

What is the formula in the third record?
C7H12

=====

Which formula does entry 2 have?
C28H91N21O15